[1]
ORCA calculation (wB97M-V/def2-TZVPD) on a structure of composition C24H21BrI2MnN7O4S3.

Structure (XYZ):
```
63
Properties=species:S:1:pos:R:3:forces:R:3:mulliken_spin:R:1
Mn -1.012 -0.272 0.967 -0.22 0.55 0.09 4.072
C 0.905 2.331 4.306 0.03 0.06 -0.01 0.001
C 0.748 1.290 3.238 -0.01 0.00 -0.10 0.011
N -0.128 1.357 2.307 0.48 0.06 0.02 -0.017
N -0.776 2.567 2.150 -0.26 -0.36 0.05 -0.013
C -2.054 2.434 1.943 0.26 0.51 0.09 0.029
N -2.733 3.591 1.627 -0.11 -0.11 0.10 0.003
S -2.942 0.971 2.071 0.10 -0.36 0.01 0.005
C 1.725 0.168 3.223 -0.06 0.07 0.01 0.017
C 2.070 -0.516 4.385 -0.07 -0.07 0.03 0.002
C 3.042 -1.497 4.312 0.00 -0.01 -0.01 -0.001
C 3.649 -1.747 3.090 -0.02 0.02 0.01 0.001
C 3.245 -1.006 1.990 0.03 -0.02 -0.03 0.002
N 2.308 -0.064 2.049 0.06 0.02 0.00 0.004
H 0.449 3.263 3.983 0.00 0.00 0.01 0.000
H 1.956 2.486 4.548 0.00 -0.01 -0.01 0.000
H 0.396 2.001 5.217 -0.01 0.00 0.00 0.002
H -2.157 4.317 1.230 -0.01 0.00 0.00 0.001
H -3.620 3.437 1.177 0.02 0.02 -0.06 0.002
H 1.567 -0.297 5.318 0.00 0.01 0.00 0.000
H 3.319 -2.062 5.194 0.00 0.00 0.00 0.000
H 4.416 -2.502 2.984 -0.01 -0.01 0.00 0.000
H 3.680 -1.174 1.011 -0.01 0.01 0.00 0.000
I -3.103 -1.618 -0.153 -0.39 -0.48 -0.41 0.439
I -2.775 -4.771 0.123 0.02 -0.05 0.01 0.557
N -2.835 -1.670 -4.981 0.01 -0.01 -0.04 0.000
C -1.739 -1.798 -4.127 -0.04 0.00 -0.01 0.002
C -1.532 -2.983 -3.420 0.00 -0.02 0.00 -0.007
C -0.485 -3.088 -2.529 0.03 -0.01 -0.02 0.023
C 0.386 -2.019 -2.362 -0.16 0.04 -0.02 -0.008
C 0.224 -0.854 -3.101 0.01 -0.02 0.02 -0.003
C -0.831 -0.748 -3.986 0.02 0.02 0.03 -0.003
S 1.505 -2.033 -1.024 0.10 -0.02 -0.03 -0.002
O 2.460 -0.980 -1.238 0.07 -0.03 -0.05 0.001
O 1.981 -3.379 -0.791 0.02 0.05 0.04 0.001
N 0.559 -1.613 0.218 -0.06 0.03 0.10 0.043
C 0.299 -2.386 1.267 -0.08 -0.05 0.14 -0.076
S 0.816 -3.949 1.793 0.01 0.03 -0.08 0.006
C -0.235 -3.805 3.172 -0.03 -0.01 0.08 0.000
C -0.900 -2.636 3.169 0.06 0.00 -0.06 0.000
N -0.574 -1.826 2.109 -0.03 0.01 0.23 -0.036
H -3.608 -2.270 -4.738 0.00 0.00 0.02 0.000
H -3.142 -0.717 -5.102 0.00 0.01 0.01 0.000
H -2.236 -3.801 -3.514 -0.01 0.00 0.00 -0.005
H -0.373 -3.981 -1.929 0.00 -0.01 0.03 0.004
H 0.908 -0.029 -2.954 -0.02 -0.06 -0.02 0.001
H -0.984 0.174 -4.536 0.01 0.00 -0.01 0.000
H -0.329 -4.606 3.884 0.02 -0.01 -0.01 -0.001
H -1.631 -2.300 3.887 -0.01 -0.01 0.00 0.001
Br 2.320 5.032 -4.698 0.00 0.00 -0.01 0.000
C 1.143 3.950 -3.670 -0.01 0.00 -0.01 0.001
C -0.212 3.968 -3.959 0.01 0.00 0.00 0.000
C -1.063 3.174 -3.206 0.01 -0.01 -0.01 0.000
C -0.566 2.384 -2.177 -0.02 0.04 -0.01 0.008
C 0.797 2.382 -1.902 0.04 0.05 0.01 0.006
C 1.662 3.164 -2.655 -0.02 -0.01 0.01 -0.001
C -1.526 1.527 -1.388 -0.03 -0.11 0.05 -0.033
O -2.694 1.434 -1.693 -0.02 0.10 0.02 0.015
O -0.927 0.942 -0.389 0.32 0.16 -0.18 -0.057
H -0.590 4.589 -4.758 0.00 0.00 0.00 0.000
H -2.127 3.152 -3.403 0.00 0.01 0.00 0.001
H 1.182 1.757 -1.107 -0.01 0.01 0.00 0.001
H 2.724 3.158 -2.453 0.00 0.01 0.00 0.000
```
Positions in Å, forces in eV/Å.

Its molar mass is 956.3 u. Its expectation value of S² is 8.8242. The calculation puts the energy above the lowest of the compared OMol25 structures with the same formula, charge and spin at 83.6 kJ/mol. For the total energy, the calculation gives -7126.607808 Eh. Its orbital gap (alpha / beta) is 5.65 / 6.47 eV. As for the net charge: -1. The multiplicity is 6.



[2]
ORCA calculation (wB97M-V/def2-TZVPD) on a structure of composition C24H21CdF3N2O3PS at a distorted geometry.

Structure (XYZ):
```
56
Properties=species:S:1:pos:R:3:forces:R:3:nbo_charge:R:1
Cd 0.062 -0.028 0.141 0.84 -3.14 -2.12 1.659
O -1.983 2.702 1.951 0.01 0.12 0.09 -0.901
S -0.780 2.097 1.496 -0.13 1.17 0.79 2.390
O -0.651 1.963 0.015 -0.80 1.30 -0.02 -1.079
O -0.485 0.742 2.047 -0.71 0.47 1.20 -1.091
C 0.635 3.064 2.034 -0.34 -0.31 -0.15 -0.350
C 0.456 4.153 2.862 -0.18 0.07 0.04 -0.170
C 1.564 4.833 3.346 -0.01 -0.13 -0.08 -0.176
C 2.842 4.429 2.982 -0.03 0.07 0.00 -0.185
C 3.019 3.350 2.133 -0.32 -0.15 -0.05 -0.201
C 1.906 2.647 1.667 0.32 -0.21 -0.07 -0.244
P 2.151 1.224 0.552 1.75 0.61 0.05 0.709
C 3.363 0.145 1.378 -0.22 0.10 -0.11 -0.357
C 3.432 0.056 2.766 -0.06 0.13 -0.20 -0.233
C 4.225 -0.917 3.351 0.03 -0.09 0.08 -0.143
C 4.946 -1.799 2.564 0.00 -0.03 -0.02 -0.214
C 4.859 -1.729 1.181 -0.01 -0.06 0.04 -0.192
C 4.058 -0.772 0.588 -0.05 0.13 -0.01 -0.231
C 2.982 2.007 -0.869 -0.11 -0.26 0.09 -0.349
C 4.364 2.073 -1.015 -0.17 -0.03 0.03 -0.228
C 4.904 2.678 -2.137 0.12 0.01 -0.03 -0.142
C 4.076 3.222 -3.105 -0.01 -0.01 -0.04 -0.204
C 2.699 3.168 -2.956 -0.03 0.04 -0.04 -0.192
C 2.147 2.563 -1.841 0.06 -0.12 0.16 -0.215
H -0.552 4.440 3.120 -0.08 0.10 0.10 0.255
H 1.433 5.670 4.014 -0.03 0.09 0.03 0.235
H 3.702 4.961 3.360 0.07 0.04 0.02 0.232
H 4.013 3.040 1.837 0.03 0.01 0.02 0.226
H 2.864 0.745 3.377 0.01 0.02 0.08 0.232
H 4.273 -0.994 4.426 0.03 0.04 0.12 0.221
H 5.573 -2.548 3.025 0.04 -0.06 0.06 0.230
H 5.408 -2.427 0.569 0.10 -0.08 -0.08 0.226
H 3.973 -0.715 -0.490 0.07 -0.05 -0.05 0.222
H 5.009 1.644 -0.262 0.10 -0.03 0.03 0.224
H 5.976 2.716 -2.260 0.08 0.03 0.01 0.219
H 4.505 3.688 -3.980 0.03 0.03 -0.05 0.228
H 2.059 3.594 -3.713 -0.08 0.07 -0.04 0.225
H 1.074 2.530 -1.691 -0.02 0.05 -0.10 0.229
N 0.280 -2.004 1.467 -0.22 0.00 0.14 -1.144
H -0.163 -1.531 2.255 0.03 -0.17 0.06 0.414
H 1.223 -2.236 1.772 0.00 0.06 -0.11 0.402
H -0.219 -2.881 1.330 0.06 0.13 -0.04 0.399
F 2.066 -3.578 -5.862 -0.17 -0.08 0.12 -0.306
C 2.525 -2.376 -5.501 0.20 -0.13 -0.12 0.967
F 2.404 -1.565 -6.549 -0.16 0.24 -0.01 -0.304
F 3.835 -2.515 -5.249 0.05 0.05 0.16 -0.311
C 1.806 -1.858 -4.271 -0.07 0.09 0.12 -0.063
C 1.917 -2.570 -3.082 -0.15 0.25 -0.04 -0.207
C 1.282 -2.066 -1.961 0.28 -0.40 -0.14 0.042
N 0.569 -0.941 -1.969 -0.23 0.08 0.21 -0.551
C 0.455 -0.270 -3.114 -0.03 0.17 -0.30 0.062
C 1.059 -0.689 -4.293 0.10 -0.21 0.07 -0.206
H 2.485 -3.486 -3.031 0.03 -0.05 0.03 0.252
H 1.354 -2.590 -1.017 -0.01 0.00 0.07 0.209
H -0.137 0.637 -3.094 0.03 -0.04 0.01 0.222
H 0.955 -0.119 -5.204 -0.04 0.06 0.02 0.258
```
Positions in Å, forces in eV/Å.

Its molar mass is 617.9 u. For the total energy, the calculation gives -2469.130722 Eh. Its orbital gap is 8.56 eV. As for the net charge: +1.